No. 1
Computed, not measured: a cluster of 15 separate species, C30H90O15 in total at a distorted geometry, with the ωB97M-V functional and the def2-TZVPD basis.

Atoms and positions in Å:
C -2.70242 -2.51412 2.14632
C -2.47536 -3.21645 3.48702
O -1.26738 -2.83522 4.11651
H -2.04424 -2.89190 1.36283
H -2.50310 -1.44107 2.21968
H -3.74584 -2.61403 1.84153
H -2.44288 -4.27374 3.19240
H -3.29731 -3.07613 4.18493
H -0.54697 -2.85962 3.45443
C -0.12672 -0.71297 -0.22821
C 0.67012 0.44350 -0.81125
O 0.43532 1.62171 -0.02066
H -0.08633 -1.60865 -0.85262
H -1.20037 -0.51264 -0.15508
H 0.18918 -1.01985 0.76903
H 0.44170 0.68821 -1.84979
H 1.71701 0.14753 -0.72247
H 0.71619 2.37553 -0.55665
C 4.09587 0.50392 1.01146
C 3.92100 -0.97320 1.34439
O 2.59056 -1.38229 1.08874
H 3.34001 1.14657 1.45968
H 4.09026 0.63408 -0.07485
H 5.05720 0.90450 1.34454
H 4.04793 -1.10705 2.42195
H 4.66137 -1.61256 0.85663
H 2.42374 -1.32763 0.12971
C 3.55871 -3.03354 -3.06809
C 3.43076 -1.64308 -2.43027
O 2.19189 -1.59545 -1.69847
H 2.67899 -3.28881 -3.66779
H 3.58096 -3.87634 -2.37723
H 4.40898 -3.07708 -3.75147
H 3.47656 -0.81504 -3.13908
H 4.19699 -1.47027 -1.67400
H 1.46085 -1.74550 -2.32376
C -3.71865 3.70737 -0.81582
C -2.40081 3.33536 -0.13102
O -2.24667 1.91816 -0.12347
H -3.78469 3.31048 -1.82858
H -3.82315 4.79339 -0.86339
H -4.56014 3.35766 -0.21831
H -2.48414 3.69507 0.89831
H -1.55419 3.82052 -0.62006
H -1.28548 1.74656 -0.03061
C 1.92109 -0.35430 3.16907
C 2.55025 0.80890 3.90572
O 3.56790 0.26096 4.76749
H 1.71669 -1.18025 3.85488
H 2.58413 -0.75173 2.40139
H 0.92303 -0.10163 2.81034
H 1.77187 1.28496 4.50503
H 3.00407 1.51426 3.20668
H 3.97684 0.99133 5.24128
C -3.37685 -4.01724 -3.41485
C -3.87124 -2.77768 -2.70196
O -2.83752 -2.31695 -1.84387
H -2.43883 -3.86130 -3.95131
H -4.18982 -4.28043 -4.09521
H -3.17300 -4.84424 -2.73801
H -4.73246 -3.09929 -2.10368
H -4.21227 -1.97797 -3.36365
H -3.13681 -1.47375 -1.47000
C -0.35484 2.98024 -3.68946
C -0.01328 4.28499 -2.97195
O 0.86821 3.95801 -1.91210
H -0.82247 2.29337 -2.97819
H 0.56013 2.46207 -3.98863
H -0.99789 3.06804 -4.56326
H -0.95606 4.70461 -2.61000
H 0.49409 4.96149 -3.66484
H 1.04370 4.78833 -1.43035
C -5.70158 0.73891 0.66232
C -4.99787 -0.38407 -0.09071
O -4.11115 0.16333 -1.04797
H -6.08625 1.47297 -0.04812
H -5.00632 1.28149 1.30952
H -6.52242 0.46189 1.32599
H -5.78621 -1.00833 -0.51148
H -4.44718 -1.00560 0.61974
H -3.45276 0.78728 -0.70111
C -1.85509 1.27012 3.17018
C -1.09928 2.23352 4.06019
O -1.94209 2.99644 4.92449
H -2.59718 1.80333 2.57292
H -2.37621 0.48753 3.72317
H -1.17025 0.75940 2.49315
H -0.44594 2.88034 3.47059
H -0.43165 1.60935 4.66544
H -1.39195 3.71150 5.25536
C 0.85740 -5.29950 3.14098
C 1.76397 -4.18029 2.65725
O 1.02536 -2.95336 2.63695
H 0.38695 -4.95774 4.06393
H 1.41535 -6.21360 3.34186
H 0.04867 -5.51494 2.44093
H 2.22101 -4.33985 1.67805
H 2.56253 -3.97907 3.38051
H 1.54191 -2.36041 2.05291
C 0.49217 -4.73625 -0.63540
C -0.83253 -5.22084 -1.22661
O -0.60357 -6.55721 -1.70260
H 1.22513 -4.52830 -1.41274
H 0.91425 -5.50115 0.01743
H 0.32364 -3.84922 -0.02184
H -1.12745 -4.59283 -2.06480
H -1.62626 -5.31978 -0.48133
H -1.45172 -6.90888 -1.98843
C 0.11234 5.09474 1.91537
C 0.87339 6.15584 1.14616
O 0.51496 6.12360 -0.23027
H 0.22996 5.16535 2.99451
H 0.32029 4.07782 1.57721
H -0.95044 5.22026 1.69206
H 1.94943 5.96468 1.21806
H 0.69146 7.15263 1.55333
H 0.72652 6.96360 -0.64624
C 0.71493 -0.49871 -4.59738
C -0.57942 -0.95941 -3.97640
O -0.34500 -1.97224 -3.00743
H 1.36688 -0.04446 -3.84905
H 0.56930 0.22237 -5.40145
H 1.24776 -1.34229 -5.04173
H -1.26896 -1.34877 -4.73559
H -1.15008 -0.14698 -3.51112
H -1.20610 -2.20269 -2.60843
C 3.75349 3.38741 -0.27081
C 4.19579 3.84327 -1.63997
O 4.98428 5.03501 -1.51771
H 3.28413 2.40704 -0.37676
H 3.10518 4.04482 0.30881
H 4.62374 3.22059 0.36931
H 3.34751 3.96167 -2.31681
H 4.84345 3.07109 -2.06737
H 5.37585 5.20682 -2.37871

The value obtained for the LUMO energy is 0.28 eV. The HOMO-LUMO gap is 0.34450 Eh. The spin multiplicity is 1. As for the largest force on an atom: 4.1 eV/Å. As for the highest occupied orbital energy: -9.10 eV. As for the energy above the lowest of the compared OMol25 structures with the same formula, charge and spin: 121.3 kcal per mole.

Atomic partial charges in e from the Mulliken method, atoms 1 to 6: atom 1 (C): -0.09, atom 2 (C): -0.64, atom 3 (O): -0.57, atom 4 (H): 0.04, atom 5 (H): -0.26, atom 6 (H): 0.44

No. 2
Computed, not measured: a structure of composition C16H23Br4InN3S2 at a distorted geometry, with the ωB97M-V functional and the def2-TZVPD basis.

Atoms and positions in Å:
S 2.30541 -2.66430 0.42493
C 0.94896 -1.73978 0.86580
S 0.95338 -0.07186 1.71587
C 2.62206 0.77345 1.63031
C 3.26990 0.88981 0.12882
C 2.55482 1.98906 -0.85523
In 0.62291 1.19604 -1.84026
C -1.20322 1.93221 -0.71338
C -1.15223 2.56415 0.78633
C -2.51194 3.01191 1.50647
N -3.93000 3.01324 1.05219
C -3.91823 2.47359 -0.33555
C -2.73558 1.91730 -1.26288
N -0.43067 -2.35434 0.56610
C -1.19177 -2.44827 -0.73904
C -2.59126 -3.26625 -0.42372
N -2.66746 -3.61828 1.06698
C -1.34588 -3.03612 1.56424
H 2.44810 1.89307 2.00600
H 3.40365 0.27725 2.38108
H 4.39726 1.25188 0.28297
H 3.33971 -0.11722 -0.46465
H 2.41087 3.05585 -0.37725
H 3.30216 2.15137 -1.77135
H 0.80246 -0.62578 -1.80298
H 0.55190 1.62662 -3.61788
H -0.11764 2.68766 1.33751
H -2.37880 3.42816 2.62007
H -5.00292 2.45789 -0.83989
H -2.96733 1.49910 -2.33942
H -0.86630 -2.03164 -1.78513
H -3.47218 -3.59607 -1.12045
H -1.00345 -3.08193 2.68456
Br -2.53075 -9.47336 3.35058
C -3.15860 -7.71979 2.77317
C -2.05769 -6.94229 2.08987
Br -0.79776 -6.21307 3.38849
H -3.56081 -7.21720 3.65692
H -3.97486 -7.92606 2.07505
H -2.46608 -6.07074 1.57053
H -1.47679 -7.54176 1.38345
Br 5.07159 5.92662 -1.60343
C 3.74952 6.48948 -2.92173
C 2.47457 5.68843 -2.79434
Br 2.68039 3.90707 -3.56244
H 4.22064 6.40215 -3.90449
H 3.56419 7.54540 -2.70519
H 1.66793 6.15334 -3.36818
H 2.14784 5.55396 -1.75944

The net charge is -1. The value obtained for the LUMO energy is 1.52 eV. The HOMO-LUMO gap is 0.25184 Eh. The spin multiplicity is 1. As for the largest force on an atom: 8.3 eV/Å. As for the highest occupied orbital energy: -5.33 eV.

Atomic partial charges in e from the Mulliken method, atoms 1 to 6: atom 1 (S): -0.15, atom 2 (C): -0.20, atom 3 (S): 0.04, atom 4 (C): -0.52, atom 5 (C): -0.40, atom 6 (C): -0.79

No. 3
Computed, not measured: a structure of composition C38H35BI2N4O4S3Ti at a distorted geometry, with the ωB97M-V functional and the def2-TZVPD basis.

Atoms and positions in Å:
Ti 0.54155 -0.36314 0.38480
I -4.98865 -4.89201 3.66171
C -3.38986 -3.93017 2.70157
C -2.31640 -4.67762 2.25036
C -1.26957 -4.01869 1.62546
I 0.36408 -5.17242 1.00873
C -1.25265 -2.61981 1.40550
O -0.22886 -2.04247 0.83566
C -2.36695 -1.89051 1.90395
C -2.47600 -0.38940 1.74306
N -1.21549 0.30709 2.00843
C -0.85441 0.28500 3.42169
C 0.05956 -0.85946 3.73997
C -0.13856 -1.68403 4.84179
C 0.75730 -2.70223 5.08419
C 1.82193 -2.86739 4.22531
C 1.93849 -2.00445 3.14492
N 1.07980 -1.02332 2.90685
C -3.40772 -2.55539 2.53936
H -2.28390 -5.74959 2.38085
H -3.26672 -0.02502 2.40938
H -2.75568 -0.15903 0.72087
H -1.28387 1.27673 1.68707
H -1.73778 0.23700 4.06555
H -0.32974 1.21479 3.64373
H -1.00127 -1.53096 5.47756
H 0.61469 -3.37224 5.92270
H 2.54021 -3.66484 4.36029
H 2.74281 -2.11811 2.42502
H -4.24478 -1.97461 2.90863
C -3.15329 3.81724 -3.29808
C -1.91777 3.04215 -3.74202
N -1.89210 1.67046 -3.26535
C -1.74148 0.65579 -4.29213
C -3.06923 0.28161 -4.94163
C -1.40124 1.45229 -1.95176
S -1.46850 -0.22773 -1.38414
N -1.10111 2.48939 -1.25784
C -0.39096 2.41777 -0.06920
O 0.45226 1.33924 0.12242
C -0.40700 3.42514 0.87642
C 0.42938 3.39976 2.05726
C 0.33587 4.38146 3.02661
C -0.54903 5.46457 2.91336
C -1.33341 5.53176 1.74684
C -1.27892 4.56889 0.76232
H -3.15802 4.82444 -3.73359
H -3.15227 3.90534 -2.21093
H -4.06401 3.29430 -3.60894
H -1.02499 3.56185 -3.38128
H -1.88680 3.00886 -4.83550
H -1.28915 -0.22790 -3.85053
H -1.04073 1.01611 -5.05839
H -3.76429 -0.07514 -4.17610
H -2.92131 -0.51605 -5.68069
H -3.52548 1.13923 -5.44726
H 1.15087 2.59951 2.16085
H 0.98050 4.31515 3.90067
H -0.61349 6.22551 3.68326
H -2.01306 6.37192 1.61512
H -1.90842 4.64487 -0.11725
O 2.97044 0.95348 1.26868
B 2.73325 -0.30295 0.62055
O 3.99475 -0.94741 0.52301
C 4.92480 -0.11214 1.07400
C 6.27907 -0.30382 1.20942
C 7.00947 0.71796 1.82843
C 6.38430 1.87553 2.28147
C 5.00263 2.05853 2.13554
C 4.30257 1.04226 1.52888
H 6.75866 -1.20382 0.84430
H 8.08117 0.60340 1.95298
H 6.97490 2.65072 2.75578
H 4.49416 2.95647 2.46741
S 1.67314 0.02716 -2.83112
C 1.05696 -0.92380 -1.62006
S 0.89167 -2.71259 -1.83176
C 0.54072 -2.97153 -3.55223
C 1.48284 -2.76848 -4.55942
C 1.13775 -2.97515 -5.89252
C -0.14464 -3.38556 -6.23251
C -1.09042 -3.58333 -5.23328
C -0.75024 -3.36779 -3.90094
H 2.47739 -2.44237 -4.28900
H 1.87486 -2.80682 -6.67029
H -0.41019 -3.54118 -7.27251
H -2.09845 -3.88822 -5.48996
H -1.48589 -3.48003 -3.11235

The net charge is -2. The value obtained for the LUMO energy is 3.22 eV. The HOMO-LUMO gap is 0.09436 Eh. The spin multiplicity is 1. As for the largest force on an atom: 1.9 eV/Å. As for the highest occupied orbital energy: 0.65 eV. As for the energy above the lowest of the compared OMol25 structures with the same formula, charge and spin: 25.8 kcal per mole.

Atomic partial charges in e from the Mulliken method, atoms 1 to 6: atom 1 (Ti): 1.24, atom 2 (I): -0.03, atom 3 (C): -0.55, atom 4 (C): -0.28, atom 5 (C): -0.42, atom 6 (I): -0.06

No. 4
Computed, not measured: a structure of composition C38H48AuN2Si2, with the ωB97M-V functional and the def2-TZVPD basis.

Atoms and positions in Å:
Au 0.00001 0.00044 -0.99592
C 2.11687 -0.03242 -1.01333
Si 2.62807 -1.60780 -0.19794
C 1.39725 -2.72449 -1.10872
N 0.01752 -2.11812 -1.06984
C -0.71667 -2.54126 -2.31394
C -0.99948 -4.03877 -2.37971
C -1.55768 -4.58669 -1.05499
C -1.93016 -3.44813 -0.11402
C -0.69437 -2.61964 0.18628
C 2.24668 -1.65002 1.62984
C 2.09998 -0.48183 2.37753
C 1.82247 -0.52236 3.73802
C 1.69684 -1.74559 4.37786
C 1.85954 -2.92382 3.65894
C 2.13540 -2.87233 2.30130
C 4.36691 -2.18130 -0.52327
C 4.80145 -2.41015 -1.83340
C 6.10931 -2.78063 -2.10118
C 7.01333 -2.92464 -1.05634
C 6.60456 -2.69933 0.24914
C 5.29179 -2.33187 0.51199
H 2.38237 -0.11451 -2.07606
H 2.60613 0.85994 -0.62956
H 1.32918 -3.73365 -0.69761
H 1.70658 -2.82964 -2.15039
H -0.08561 -2.23794 -3.14931
H -1.63566 -1.97038 -2.36864
H -0.09951 -4.58179 -2.67126
H -1.71630 -4.18261 -3.18928
H -0.80230 -5.20418 -0.56126
H -2.41341 -5.23636 -1.23283
H -2.29322 -3.84722 0.83498
H -2.73931 -2.84420 -0.52814
H 0.01108 -3.25643 0.71771
H -0.88948 -1.77198 0.83365
H 2.22667 0.48041 1.89641
H 1.71083 0.39769 4.29748
H 1.48537 -1.78397 5.43873
H 1.77802 -3.87982 4.15996
H 2.27009 -3.80411 1.75940
H 4.11324 -2.29543 -2.66563
H 6.42636 -2.95650 -3.12085
H 8.03585 -3.21302 -1.26196
H 7.30781 -2.81065 1.06410
H 4.98509 -2.16549 1.53861
C -2.11691 0.03283 -1.01251
Si -2.62821 1.60833 -0.19753
C -1.39761 2.72500 -1.10861
N -0.01764 2.11895 -1.06995
C 0.71613 2.54177 -2.31431
C 0.99941 4.03920 -2.38015
C 1.55843 4.58692 -1.05568
C 1.93075 3.44827 -0.11482
C 0.69471 2.62032 0.18594
C -2.24669 1.65058 1.63024
C -2.09934 0.48185 2.37703
C -1.82132 0.52161 3.73741
C -1.69625 1.74440 4.37815
C -1.86031 2.92303 3.66024
C -2.13659 2.87250 2.30264
C -4.36711 2.18158 -0.52332
C -4.80177 2.40769 -1.83387
C -6.10947 2.77819 -2.10225
C -7.01346 2.92387 -1.05768
C -6.60483 2.70064 0.24825
C -5.29188 2.33410 0.51169
H -2.38279 0.11447 -2.07518
H -2.60571 -0.85954 -0.62836
H -1.32988 3.73423 -0.69768
H -1.70718 2.82989 -2.15024
H 0.08471 2.23858 -3.14942
H 1.63495 1.97072 -2.36938
H 0.09952 4.58254 -2.67123
H 1.71587 4.18277 -3.19006
H 0.80345 5.20471 -0.56167
H 2.41437 5.23623 -1.23381
H 2.29433 3.84731 0.83402
H 2.73949 2.84389 -0.52912
H -0.01037 3.25738 0.71757
H 0.88973 1.77272 0.83336
H -2.22572 -0.48015 1.89534
H -1.70897 -0.39881 4.29613
H -1.48441 1.78215 5.43897
H -1.77937 3.87869 4.16196
H -2.27223 3.80467 1.76164
H -4.11370 2.29106 -2.66595
H -6.42648 2.95227 -3.12223
H -8.03602 3.21188 -1.26373
H -7.30809 2.81330 1.06302
H -4.98502 2.16997 1.53864

The net charge is +1. The value obtained for the LUMO energy is -2.89 eV. The HOMO-LUMO gap is 0.29944 Eh. The spin multiplicity is 1. As for the largest force on an atom: 0.3 eV/Å. As for the highest occupied orbital energy: -11.03 eV.

Atomic partial charges in e from the Mulliken method, atoms 1 to 6: atom 1 (Au): 1.37, atom 2 (C): -1.10, atom 3 (Si): -0.93, atom 4 (C): -0.78, atom 5 (N): 0.66, atom 6 (C): -0.82

No. 5
Computed, not measured: a cluster of 2 separate species, C7H14Si in total at a distorted geometry, with the ωB97M-V functional and the def2-TZVPD basis.

Atoms and positions in Å:
C 0.53022 -0.56952 -3.75938
C -0.71903 -0.58702 -2.86610
C -0.01721 0.20787 -1.83570
C 0.57919 -1.05780 -2.35920
H 0.69395 -1.34427 -4.50055
H 1.06916 0.29100 -3.99656
H -1.67710 -0.97052 -3.04415
H 0.51657 0.97584 -2.23001
H -0.56728 0.32866 -0.81802
H 0.80546 -1.86222 -1.75789
C -1.52488 1.69601 1.88320
Si -0.29402 0.50322 2.23477
C -0.57264 -1.01268 3.41357
C 1.41154 0.71587 1.53647
H -1.80966 1.96433 0.89533
H -2.28010 1.92692 2.67555
H -0.03458 -0.81543 4.24496
H -1.55048 -0.96434 3.54234
H -0.35481 -1.84324 2.83365
H 1.94763 -0.06136 0.93745
H 1.59400 1.52965 0.78493
H 2.25405 0.94902 2.18536

The value obtained for the LUMO energy is 0.69 eV. The HOMO-LUMO gap is 0.30644 Eh. The spin multiplicity is 1. The SMILES is C1[C@H]2C[C@@H]12.C=[Si](C)C. As for the largest force on an atom: 4.9 eV/Å. As for the highest occupied orbital energy: -7.65 eV. As for the energy above the lowest of the compared OMol25 structures with the same formula, charge and spin: 96.8 kcal per mole.

Atomic partial charges in e from the Mulliken method, atoms 1 to 6: atom 1 (C): -0.65, atom 2 (C): -0.31, atom 3 (C): -0.07, atom 4 (C): -0.34, atom 5 (H): 0.25, atom 6 (H): 0.21